Density functional theory data (ωB97M-V with the def2-TZVPD basis set) for 2 unconnected molecules or ions with the total composition C4H11NO at a distorted geometry.

```
17
Properties=species:S:1:pos:R:3:mulliken_charge:R:1
C 0.78 0.52 0.17 -0.76
C -0.35 -1.33 1.59 -0.99
O 0.41 -0.66 -4.26 -0.63
H -0.70 2.29 0.79 0.27
C -1.16 1.76 -0.05 -0.35
H 0.31 -2.25 1.60 0.27
N -0.49 0.79 -0.52 -0.31
H 1.41 0.00 2.23 0.46
H -0.09 0.78 1.92 0.13
H -0.45 -0.72 -3.83 0.32
H 1.22 -0.30 -0.44 0.25
H -0.83 -1.35 2.65 0.28
H -2.09 1.92 -0.60 0.28
H -0.92 -1.42 0.67 0.33
H 1.56 1.32 0.13 0.33
H 0.84 -1.29 -3.66 0.31
C 0.53 -0.06 1.60 -0.19
```

Values from the calculation:
energy above the lowest of the compared OMol25 structures with the same formula, charge and spin	2.380	eV
structure (SMILES)	C=NCCC.O
LUMO level	0.92	eV